# C49H37NO39P2

A cluster of 9 separate species, C49H37NO39P2 in total (wB97M-V/def2-TZVPD, the Open Molecules 2025 dataset).

Output
HOMO (eV): -9.12
ΔE to the lowest compared entry with this formula, charge and spin (kJ/mol): 115.3
HOMO-LUMO gap (eV): 7.348
SMILES: N=P(O)(O)OC(=O)OP(O)O.O=C1C=C(O)C(=O)C=C1O.O=C1C=C(O)C(=O)C=C1O.O=C1C=C(O)C(=O)C=C1O.O=C1C=C(O)C(=O)C=C1O.O=C1C=C(O)C(=O)C=C1O.O=C1C=C(O)C(=O)C=C1O.O=C1C=C(O)C(=O)C=C1O.O=C1C=C(O)C(=O)C=C1O

```
128
Properties=species:S:1:pos:R:3:forces:R:3:lowdin_charge:R:1
N 1.254 2.853 -1.775 -0.2 -0.5 -0.1 -0.112
P 0.283 3.884 -2.321 1.9 -1.0 0.9 0.435
O 0.845 4.574 -3.647 -0.9 0.3 0.1 -0.102
O 0.001 5.091 -1.289 -0.8 0.2 -1.0 -0.113
O -1.131 3.210 -2.826 0.5 1.5 -0.8 -0.028
C -2.020 2.990 -1.861 -1.8 -1.1 -2.5 -0.735
O -1.821 3.001 -0.732 1.2 0.3 4.5 0.204
O -3.256 2.680 -2.361 0.5 1.9 0.3 -0.196
P -4.167 4.029 -2.820 -2.5 -1.3 -3.0 0.860
O -5.224 4.339 -1.614 1.7 0.7 0.2 -0.244
O -3.178 5.334 -2.985 0.1 -0.4 1.5 -0.229
H 1.511 3.080 -0.821 0.1 -0.4 -0.3 -0.023
H 0.600 5.510 -3.645 -0.1 -0.1 -0.4 0.083
H 0.870 5.476 -1.114 0.1 0.0 0.3 0.078
H -5.200 5.278 -1.353 -0.1 -0.1 0.5 0.046
H -3.218 5.539 -3.926 0.1 0.0 -0.1 0.055
C -2.421 -0.806 -5.763 -0.1 0.2 0.2 0.084
C -2.180 -2.115 -5.892 0.1 0.3 -0.3 -0.232
C -2.332 -3.060 -4.739 -0.2 0.2 0.7 -0.283
O -2.114 -4.246 -4.932 0.1 0.0 -0.4 0.083
C -2.727 -2.520 -3.450 0.1 -0.3 -0.2 0.084
C -2.966 -1.209 -3.317 0.0 -0.3 0.4 -0.223
C -2.839 -0.264 -4.476 0.2 0.0 -0.6 -0.296
O -3.087 0.908 -4.289 -0.1 -0.1 0.0 0.110
O -3.329 -0.669 -2.163 0.0 0.3 -0.3 0.131
O -1.793 -2.658 -7.044 0.0 -0.3 0.2 0.118
H -2.316 -0.115 -6.587 0.0 0.0 0.0 0.137
H -2.818 -3.212 -2.624 0.0 0.0 0.0 0.136
H -3.446 0.289 -2.330 -0.1 0.0 0.1 0.102
H -1.689 -3.613 -6.871 0.0 0.0 -0.1 0.123
C 6.098 4.052 1.649 0.3 0.1 0.0 0.077
C 4.783 4.011 1.400 0.2 -0.1 0.3 -0.227
C 4.240 4.205 0.015 0.3 0.1 -0.6 -0.288
O 3.036 4.140 -0.158 0.2 0.4 0.7 0.064
C 5.180 4.467 -1.064 -0.3 0.0 0.1 0.085
C 6.495 4.511 -0.814 -0.2 0.1 -0.4 -0.232
C 7.040 4.292 0.566 -0.2 -0.1 0.6 -0.307
O 8.246 4.326 0.727 0.1 0.1 -0.3 0.102
O 7.392 4.749 -1.763 0.2 0.0 0.3 0.123
O 3.886 3.797 2.356 -0.2 0.1 -0.3 0.126
H 6.507 3.914 2.640 0.0 0.0 0.0 0.119
H 4.773 4.619 -2.054 0.0 0.0 0.0 0.139
H 8.263 4.725 -1.321 0.0 0.0 -0.1 0.120
H 3.015 3.812 1.917 0.0 0.0 0.1 0.123
C 11.109 0.945 2.659 0.2 0.0 0.1 0.073
C 9.860 1.421 2.629 0.2 -0.2 -0.3 -0.235
C 9.219 2.030 3.842 0.2 0.1 0.6 -0.304
O 8.087 2.466 3.744 -0.1 -0.1 -0.3 0.096
C 9.984 2.068 5.077 -0.3 0.0 -0.1 0.077
C 11.235 1.593 5.106 -0.2 0.2 0.3 -0.249
C 11.885 1.009 3.888 -0.1 -0.1 -0.6 -0.334
O 13.031 0.611 3.971 0.1 0.0 0.4 0.107
O 11.976 1.611 6.207 0.3 -0.2 -0.2 0.119
O 9.114 1.388 1.531 -0.3 0.1 0.2 0.112
H 11.582 0.508 1.791 0.0 0.0 0.0 0.137
H 9.507 2.494 5.948 0.0 0.0 0.0 0.137
H 12.833 1.215 5.957 0.0 0.0 0.0 0.122
H 8.263 1.798 1.775 0.0 0.1 -0.1 0.104
C -9.163 2.173 0.767 0.1 0.1 -0.2 0.075
C -8.792 1.744 1.979 -0.4 0.2 -0.2 -0.243
C -7.390 1.289 2.260 0.6 -0.1 -0.3 -0.321
O -7.113 0.929 3.388 -0.3 0.0 0.2 0.106
C -6.432 1.299 1.164 -0.1 0.0 0.3 0.079
C -6.804 1.726 -0.051 0.5 -0.2 0.2 -0.239
C -8.198 2.205 -0.326 -0.5 0.1 0.3 -0.313
O -8.471 2.598 -1.443 0.3 0.0 -0.2 0.116
O -5.967 1.756 -1.076 -0.4 -0.2 -0.2 0.085
O -9.635 1.694 3.005 0.3 -0.1 0.2 0.113
H -10.170 2.505 0.554 0.0 0.0 0.0 0.135
H -5.429 0.955 1.374 0.0 0.0 0.0 0.139
H -6.483 2.111 -1.826 0.1 0.1 0.0 0.109
H -9.117 1.351 3.759 0.0 0.0 0.0 0.120
C -2.225 -9.363 -3.785 0.1 0.2 -0.1 0.076
C -3.158 -10.061 -3.129 0.4 -0.3 -0.2 -0.238
C -4.347 -9.395 -2.511 -0.2 0.7 0.0 -0.301
O -5.165 -10.098 -1.945 0.1 -0.1 0.1 0.082
C -4.461 -7.950 -2.614 -0.1 -0.3 0.1 0.076
C -3.527 -7.242 -3.268 -0.4 0.3 0.2 -0.230
C -2.344 -7.914 -3.913 0.2 -0.5 0.0 -0.310
O -1.535 -7.235 -4.508 -0.1 0.3 0.0 0.121
O -3.601 -5.923 -3.379 0.5 -0.3 -0.2 0.099
O -3.095 -11.381 -2.984 -0.3 0.1 0.2 0.116
H -1.363 -9.834 -4.237 0.0 0.0 0.0 0.135
H -5.317 -7.483 -2.148 0.0 0.0 0.0 0.135
H -2.818 -5.616 -3.898 -0.2 0.2 0.0 0.077
H -3.892 -11.635 -2.476 0.0 -0.1 0.0 0.112
C -5.412 5.132 2.378 0.0 0.1 -0.3 0.078
C -5.677 4.890 3.669 0.3 -0.2 -0.3 -0.239
C -6.712 5.675 4.421 -0.4 0.5 -0.1 -0.312
O -6.922 5.396 5.584 0.2 -0.2 0.1 0.118
C -7.414 6.740 3.714 0.0 -0.2 0.2 0.079
C -7.145 6.982 2.426 -0.3 0.2 0.3 -0.237
C -6.130 6.180 1.671 0.5 -0.6 0.2 -0.304
O -5.942 6.433 0.494 -0.2 0.3 -0.3 0.091
O -7.759 7.943 1.741 0.2 -0.1 -0.3 0.117
O -5.048 3.947 4.355 -0.2 0.2 0.3 0.125
H -4.671 4.572 1.824 0.0 0.0 0.0 0.139
H -8.145 7.310 4.269 0.0 0.0 0.0 0.137
H -7.388 7.908 0.839 -0.1 0.0 0.0 0.120
H -5.424 3.974 5.256 0.0 -0.1 0.0 0.126
C 11.973 4.998 1.486 0.0 -0.2 0.3 0.084
C 12.308 5.592 0.335 -0.4 -0.1 0.2 -0.236
C 13.740 5.769 -0.074 0.6 -0.1 0.2 -0.315
O 13.979 6.300 -1.141 -0.3 0.1 -0.1 0.112
C 14.778 5.297 0.833 -0.1 0.1 -0.2 0.077
C 14.444 4.705 1.986 0.4 0.1 -0.2 -0.236
C 13.012 4.506 2.382 -0.6 0.2 -0.3 -0.300
O 12.771 3.945 3.435 0.3 -0.1 0.2 0.111
O 15.354 4.259 2.845 -0.3 -0.1 0.2 0.120
O 11.400 6.060 -0.516 0.3 0.1 -0.2 0.113
H 10.943 4.863 1.790 0.0 0.0 -0.1 0.129
H 15.806 5.444 0.535 0.0 0.0 0.0 0.137
H 14.854 3.874 3.590 0.1 0.0 0.0 0.121
H 11.906 6.436 -1.263 0.0 0.0 0.0 0.120
C -7.918 -12.042 2.004 -0.2 -0.2 0.1 0.074
C -7.089 -11.781 0.985 -0.1 0.4 0.4 -0.236
C -6.854 -12.775 -0.112 -0.2 -0.6 -0.1 -0.307
O -6.100 -12.462 -1.010 0.2 -0.1 0.0 0.105
C -7.537 -14.060 -0.038 0.2 0.2 -0.1 0.077
C -8.363 -14.321 0.982 0.1 -0.3 -0.4 -0.242
C -8.617 -13.318 2.068 0.2 0.6 0.2 -0.319
O -9.394 -13.610 2.958 -0.1 -0.3 -0.1 0.105
O -9.008 -15.478 1.098 -0.1 0.2 0.3 0.112
O -6.429 -10.634 0.877 0.1 -0.3 -0.3 0.119
H -8.097 -11.334 2.800 0.0 0.0 0.0 0.135
H -7.347 -14.775 -0.826 0.0 0.0 0.0 0.135
H -9.536 -15.407 1.916 0.0 0.0 0.0 0.120
H -5.910 -10.693 0.047 -0.1 0.2 -0.1 0.092
```
Positions in Å, forces in eV/Å.